Entry 1:
The following is a DFT calculation (ωB97M-V with the def2-TZVPD basis set) of C12H21F9IO2P2Tc as an isolated structure in a non-equilibrium geometry.

The geometry in XYZ format:
```
48
Properties=species:S:1:pos:R:3
C -0.0623 -0.0627 -4.8222
I -1.2381 -0.2266 -2.9327
H 1.0095 0.0238 -4.6115
H -0.4511 0.8003 -5.3770
H -0.3015 -0.9877 -5.3590
Tc -0.3956 -0.0164 -0.3647
P 0.2263 2.1354 -0.9773
C -1.2618 3.1358 -1.2224
C 1.0953 2.9725 0.3791
H 1.3327 4.0027 0.0804
H 1.6732 3.3236 -2.4852
H 2.0158 2.4361 0.6403
H 2.3151 1.7326 -2.0534
H -1.8189 3.1271 -0.2712
H 0.4402 2.9815 1.2565
C 1.4022 2.2766 -2.3212
H -0.9708 4.1644 -1.4732
H 1.0095 1.8445 -3.2413
H -1.8782 2.6912 -2.0164
P 0.3103 -2.2341 -0.6769
C -1.1570 -3.2777 -0.9583
C 1.4955 -2.4252 -2.0220
H 2.0532 -2.4811 0.9838
H 1.2208 -4.0403 0.6691
H 0.4223 -2.7785 1.6500
C 1.0825 -2.9581 0.7948
H 2.4280 -1.9206 -1.7266
H 1.6666 -3.5015 -2.1729
H -0.8279 -4.3204 -1.0697
H -1.7074 -2.9374 -1.8500
H 1.0891 -1.9619 -2.9313
H -1.7960 -3.1836 -0.0643
C -2.3023 -0.1254 -0.4671
O -3.4716 -0.1606 -0.4955
F 1.4357 -1.4785 3.3208
C 1.1284 -0.1528 3.3537
F 1.4138 0.3158 4.5988
F 1.9348 0.4737 2.4574
C -0.3457 0.1059 2.9531
O -0.4915 0.2162 1.5815
C -1.3088 -0.9500 3.5404
F -0.9025 -1.3325 4.7891
F -2.5762 -0.4660 3.6125
F -1.3752 -2.0477 2.7444
C -0.7927 1.4840 3.5258
F -1.2108 1.4251 4.8208
F 0.2434 2.3666 3.4422
F -1.8006 1.9918 2.7690
```

Results
relative energy (zero: lowest compared OMol25 entry of this formula, charge and spin): 0.0 kcal per mole
Kohn-Sham gap (alpha / beta): 6.3 / 6.8 eV
2S+1: 4
net charge: +3

natural (NBO) population analysis, charges in e, atoms 1 to 6: number 1, C, carries -0.605; number 2, I, carries 0.466; number 3, H, carries 0.256; number 4, H, carries 0.284; number 5, H, carries 0.281; number 6, Tc, carries 0.530

Entry 2:
The following is a DFT calculation (ωB97M-V with the def2-TZVPD basis set) of a 3-piece molecular cluster, C12H21FN4O7 overall in a non-equilibrium geometry.

The geometry in XYZ format:
```
45
Properties=species:S:1:pos:R:3
H -5.4458 -1.9617 5.2130
N -4.8543 -2.2563 4.4200
C -3.7365 -1.6929 4.6400
C -3.4907 -0.8041 5.9198
C -2.5239 -1.8583 3.6877
O -2.8663 -2.6583 2.5098
C -1.8305 -2.3946 1.6205
O -0.8248 -2.9783 1.7777
O -2.0612 -1.5052 0.5698
C -1.2618 -0.3874 0.6325
O -0.2793 -0.2549 1.2823
N -1.6495 0.7130 -0.2300
C -2.8923 1.2133 0.3387
O -2.9577 1.7367 1.3743
F -3.9993 0.9965 -0.4188
H -3.3791 -1.5143 6.7714
H -2.5304 -0.2425 5.7844
H -4.3399 -0.1018 6.0709
H -1.6730 -2.3203 4.2444
H -2.2578 -0.8409 3.2876
H -0.9189 1.4363 -0.1665
C 3.3533 0.9501 -0.2685
N 2.1613 1.6971 0.1000
C 1.8482 2.9792 -0.1904
C 2.8362 3.7815 -0.9983
O 0.7843 3.4560 0.2002
H 3.0467 0.0816 -0.8495
H 3.8434 0.6130 0.6481
H 4.0479 1.5474 -0.8511
H 1.4494 1.2310 0.6439
H 2.4451 4.7856 -1.1498
H 3.7856 3.8562 -0.4661
H 2.9893 3.3182 -1.9745
C 1.0178 -0.0188 -5.4192
N 1.8702 0.0954 -4.2519
C 2.5925 -0.8781 -3.6384
C 2.5270 -2.2695 -4.2133
O 3.2678 -0.6129 -2.6518
H 1.3930 0.6548 -6.1917
H 0.0069 0.2868 -5.1435
H 0.9931 -1.0325 -5.8077
H 1.9626 0.9990 -3.8124
H 3.1519 -2.9328 -3.6196
H 1.5015 -2.6416 -4.1842
H 2.8978 -2.2709 -5.2397
```

Results
Kohn-Sham gap: 9.6 eV
2S+1: 1
SMILES: [H]/N=C(\C)COC(=O)OC(=O)NC(=O)F.CNC(C)=O.CNC(C)=O

natural (NBO) population analysis, charges in e, atoms 1 to 6: number 1, H, carries 0.330; number 2, N, carries -0.587; number 3, C, carries 0.289; number 4, C, carries -0.697; number 5, C, carries -0.136; number 6, O, carries -0.505

Entry 3:
The following is a DFT calculation (ωB97M-V with the def2-TZVPD basis set) of C12H21IrN2O5S3 as an isolated structure in a non-equilibrium geometry.

The geometry in XYZ format:
```
44
Properties=species:S:1:pos:R:3
Ir 0.0223 -0.6484 -0.6206
N -0.5843 -0.9500 -2.5534
C 0.4802 -1.7192 -3.2623
C 0.9345 -2.8037 -2.2936
O 1.1800 -3.9392 -2.6584
N 0.9612 -2.3474 -1.0115
C 0.6469 -3.3264 0.0252
C -0.8329 -3.1708 0.3708
O -1.5078 -4.0186 0.9016
O -1.3279 -1.9764 0.0411
H -1.4510 -1.4851 -2.5222
H -0.7673 -0.0700 -3.0275
H 1.3004 -1.0309 -3.4419
H 0.1219 -2.1471 -4.1946
H 1.2537 -3.1335 0.9134
H 0.8580 -4.3378 -0.3149
C -2.4494 2.4543 2.3532
C -2.3214 2.4682 0.8319
S -0.9416 1.5526 0.1045
C 0.5373 2.2213 0.8564
C 1.0806 1.3117 1.9645
S 0.7637 -0.4602 1.6677
C -0.7914 -0.8388 2.5864
C -1.3491 0.1250 3.6296
S -2.9182 0.8950 3.1417
H -3.2524 3.1433 2.6255
H -1.5422 2.8472 2.8162
H -2.1721 3.4966 0.4976
H -3.2231 2.0908 0.3519
H 0.3927 3.2513 1.1842
H 1.2360 2.2497 0.0259
H 0.6629 1.5414 2.9388
H 2.1618 1.4176 2.0509
H -0.5730 -1.8042 3.0438
H -1.5409 -1.0136 1.8246
H -0.6678 0.8985 3.9750
H -1.6053 -0.4483 4.5204
C 2.9726 1.3660 -3.1669
C 1.7849 1.4770 -2.2272
O 1.1328 2.5082 -2.1550
O 1.5661 0.3755 -1.5709
H 3.2641 2.3503 -3.5229
H 2.6967 0.7534 -4.0280
H 3.8081 0.8748 -2.6709
```

Results
relative energy (zero: lowest compared OMol25 entry of this formula, charge and spin): 4.0 kcal per mole
Kohn-Sham gap: 8.4 eV
2S+1: 1

natural (NBO) population analysis, charges in e, atoms 1 to 6: number 1, Ir, carries 0.962; number 2, N, carries -0.721; number 3, C, carries -0.324; number 4, C, carries 0.636; number 5, O, carries -0.616; number 6, N, carries -0.565

Entry 4:
The following is a DFT calculation (ωB97M-V with the def2-TZVPD basis set) of C12H21N3O2S6Tc as an isolated structure in a non-equilibrium geometry.

The geometry in XYZ format:
```
45
Properties=species:S:1:pos:R:3
Tc 1.1373 -0.3584 0.0451
N 0.1159 -0.1869 1.9118
C -1.2844 -0.6988 1.8846
C -1.3735 -2.1486 1.4410
C -1.0133 -2.4458 -0.0177
O -1.4582 -3.3331 -0.6652
O -0.0719 -1.6165 -0.5626
H 0.6261 -0.6650 2.6543
H 0.0668 0.7883 2.2080
H -1.8586 -0.0463 1.2248
H -1.6955 -0.5964 2.8914
H -2.3984 -2.4963 1.5771
H -0.7539 -2.7918 2.0736
C 0.7834 4.8728 -3.9345
C 1.9228 3.9077 -3.6418
N 1.7353 3.2086 -2.3642
C 0.9764 2.1829 -2.0370
S 0.8491 1.9108 -0.2941
N 0.2874 1.3837 -2.8382
C 0.2430 1.2868 -4.3021
C 1.3826 0.4368 -4.8434
H 0.9230 5.3102 -4.9220
H 0.7593 5.6831 -3.2077
H -0.1866 4.3754 -3.9177
H 2.8661 4.4423 -3.5422
H 2.0700 3.1760 -4.4318
H 2.1110 3.6968 -1.5606
H -0.2302 0.6629 -2.3538
H 0.2289 2.2859 -4.7267
H -0.7232 0.8420 -4.5379
H 2.3550 0.8792 -4.6188
H 1.2947 0.3466 -5.9250
H 1.3528 -0.5672 -4.4205
C 3.4325 -4.1174 -0.7863
S 5.0747 -3.3413 -0.7565
C 4.8085 -1.7282 -1.3700
C 4.0227 -0.7384 -0.8290
S 3.2375 -0.8862 0.7009
S 4.0727 0.8008 -1.6835
C 5.2532 0.3688 -2.8979
S 5.8011 1.3886 -4.0670
S 5.7671 -1.3001 -2.7597
H 3.5776 -5.0634 -0.2690
H 3.1372 -4.3109 -1.8137
H 2.6863 -3.5365 -0.2581
```

Results
relative energy (zero: lowest compared OMol25 entry of this formula, charge and spin): 8.2 kcal per mole
Kohn-Sham gap (alpha / beta): 7.5 / 4.9 eV
2S+1: 2
net charge: +2

natural (NBO) population analysis, charges in e, atoms 1 to 6: number 1, Tc, carries 0.734; number 2, N, carries -0.720; number 3, C, carries -0.233; number 4, C, carries -0.555; number 5, C, carries 0.788; number 6, O, carries -0.480

Entry 5:
The following is a DFT calculation (ωB97M-V with the def2-TZVPD basis set) of a 2-piece molecular cluster, C12H21O2 overall in a non-equilibrium geometry.

The geometry in XYZ format:
```
35
Properties=species:S:1:pos:R:3
C -1.3733 0.0216 2.9302
C -3.0496 1.2539 -1.3487
C -1.2802 0.5235 1.6777
C -1.8248 1.5851 -0.9479
C 0.2411 0.4498 -1.8609
C 0.9021 -0.8704 -1.8743
C -0.4072 0.1320 0.5763
C 0.3289 -1.0762 0.5623
C 2.1069 -0.8229 -2.8551
C 1.4288 2.4528 1.1743
C -0.5207 -2.3569 0.6477
C 1.2872 -1.0866 1.8139
O 1.3336 -1.1711 -0.6114
O -0.7719 0.5999 -0.7519
H -1.6835 0.7118 3.6416
H -0.7917 -0.8647 3.2230
H -3.6751 2.1504 -1.3878
H -3.5104 0.2817 -1.5460
H -1.9943 1.2925 1.5071
H -1.5428 2.5455 -0.4807
H 0.9529 1.2821 -1.8827
H -0.4912 0.4574 -2.7572
H 0.2100 -1.5885 -2.3918
H 2.6995 0.0417 -2.5026
H 1.6362 -0.6548 -3.8027
H 2.7320 -1.6908 -2.7012
H 0.7319 3.3678 1.2105
H 2.4629 2.6151 0.7596
H 1.3277 1.7480 2.0811
H 0.0778 -3.2257 0.3151
H -1.3645 -2.4028 -0.0317
H -0.8651 -2.3990 1.6931
H 1.2108 -0.1801 2.3004
H 2.2964 -1.0890 1.3766
H 1.1797 -2.0331 2.2443
```

Results
relative energy (zero: lowest compared OMol25 entry of this formula, charge and spin): 152.2 kcal per mole
Kohn-Sham gap (alpha / beta): 8.1 / 8.4 eV
2S+1: 1
net charge: +1

natural (NBO) population analysis, charges in e, atoms 1 to 6: number 1, C, carries -0.290; number 2, C, carries -0.343; number 3, C, carries -0.324; number 4, C, carries 0.069; number 5, C, carries -0.066; number 6, C, carries 0.056